[1]
{"formula": "H27O14", "method": "ωB97M-V/def2-TZVPD", "elements": ["O", "H", "O", "H", "H", "O", "H", "H", "O", "H", "H", "O", "H", "H", "O", "H", "H", "O", "H", "H", "O", "H", "H", "O", "H", "H", "O", "H", "H", "O", "H", "H", "O", "H", "H", "O", "H", "H", "O", "H", "H"], "positions_angstrom": [[-0.982, -1.387, 2.108], [-2.969, -0.146, -0.679], [-2.431, -3.069, -2.959], [0.785, -1.357, 1.204], [-2.349, 3.239, -2.274], [3.654, 0.670, 3.039], [-2.752, 3.736, -0.850], [0.059, -3.430, -1.672], [0.727, -3.850, -1.102], [-2.524, 1.229, -0.257], [1.019, -3.190, -0.350], [-2.876, 0.627, -1.048], [-1.754, -1.050, 1.892], [-2.262, -2.112, -2.839], [-1.556, 3.102, 0.786], [1.727, 0.528, -0.891], [-0.520, -1.479, -2.034], [0.998, 0.754, -0.302], [0.857, -0.258, -0.145], [-0.866, 2.330, 0.906], [-2.725, 4.002, -1.830], [3.615, -0.321, 2.804], [0.344, 3.095, -2.545], [4.116, 1.323, -0.205], [4.105, 0.329, -0.451], [2.779, 0.819, 2.519], [-3.321, 0.400, 2.937], [-3.055, 1.244, 3.116], [-3.917, 0.164, 3.722], [-1.012, -1.680, -1.151], [-1.043, 3.873, 0.425], [-0.360, -1.773, 1.595], [0.999, -1.767, 0.429], [2.613, -1.466, 0.998], [-0.436, -1.496, -0.439], [1.075, 2.792, -3.195], [3.884, 1.173, 0.836], [1.223, 2.035, -2.593], [3.614, -1.678, 1.262], [-1.722, -3.651, -2.826], [3.241, -2.305, 2.056]], "orbital_gap_ev": 9.43, "total_charge": -1, "max_force_ha_per_bohr": 0.1769, "de_lowest_kj_mol": 558.11, "energy_ev": -29101.8827}

[2]
{"formula": "C32H32Cl6CuF6N5O12S2", "method": "ωB97M-V/def2-TZVPD", "elements": ["Cu", "C", "F", "F", "F", "S", "O", "O", "N", "S", "O", "O", "C", "F", "F", "F", "Cl", "C", "C", "Cl", "H", "H", "H", "H", "Cl", "C", "C", "Cl", "H", "H", "H", "H", "Cl", "C", "C", "Cl", "H", "H", "H", "H", "C", "C", "C", "C", "C", "C", "N", "O", "O", "H", "H", "H", "H", "H", "C", "C", "C", "C", "C", "C", "N", "O", "O", "H", "H", "H", "H", "H", "C", "C", "C", "C", "C", "C", "N", "O", "O", "H", "H", "H", "H", "H", "C", "C", "C", "C", "C", "C", "N", "O", "O", "H", "H", "H", "H", "H"], "positions_angstrom": [[-0.244, -3.750, 4.827], [-0.630, 0.283, 0.689], [0.615, 0.591, 0.733], [-1.226, 0.930, 1.650], [-1.121, 0.780, -0.487], [-1.035, -1.609, 0.799], [-1.881, -1.744, 1.947], [-1.566, -2.104, -0.488], [0.443, -2.396, 1.391], [1.197, -2.569, 0.048], [0.725, -3.723, -0.703], [1.404, -1.357, -0.724], [2.916, -3.005, 0.544], [2.922, -4.238, 1.147], [3.698, -3.107, -0.530], [3.501, -2.186, 1.352], [-6.664, 1.333, -3.844], [-6.658, -0.366, -3.137], [-6.685, -0.454, -1.581], [-8.297, -0.234, -0.859], [-5.702, -0.774, -3.464], [-7.502, -0.974, -3.465], [-5.964, 0.202, -1.093], [-6.469, -1.491, -1.322], [-3.783, -8.162, -2.986], [-3.141, -6.659, -3.702], [-2.088, -6.924, -4.762], [-2.554, -8.134, -5.892], [-2.604, -6.203, -2.870], [-3.955, -6.007, -4.018], [-1.168, -7.315, -4.329], [-2.082, -6.009, -5.354], [2.822, 3.178, -6.839], [2.104, 3.049, -5.263], [0.604, 2.691, -5.345], [-0.561, 4.013, -5.881], [2.157, 3.981, -4.701], [2.695, 2.299, -4.737], [0.319, 2.217, -4.406], [0.257, 2.002, -6.115], [6.657, 2.863, -2.293], [7.699, 3.390, -3.027], [8.190, 4.688, -2.786], [7.633, 5.342, -1.609], [6.477, 4.850, -0.991], [5.932, 3.684, -1.371], [8.269, 6.570, -0.996], [8.297, 6.648, 0.217], [8.646, 7.457, -1.781], [6.151, 1.922, -2.450], [8.016, 2.839, -3.900], [8.866, 5.129, -3.503], [6.137, 5.433, -0.147], [5.001, 3.358, -0.933], [-4.601, 6.212, -0.288], [-4.202, 6.965, -1.475], [-2.899, 7.423, -1.502], [-2.139, 7.499, -0.299], [-2.590, 6.837, 0.813], [-3.787, 6.195, 0.821], [-0.842, 8.256, -0.228], [-0.536, 8.962, -1.195], [-0.164, 8.011, 0.720], [-5.509, 5.644, -0.423], [-4.684, 7.158, -2.422], [-2.603, 7.997, -2.368], [-1.966, 6.813, 1.694], [-4.043, 5.629, 1.705], [1.598, -12.155, -0.369], [1.390, -10.774, -0.583], [1.152, -9.899, 0.503], [1.297, -10.385, 1.798], [1.556, -11.767, 1.987], [1.725, -12.675, 0.917], [1.096, -9.459, 2.928], [0.949, -10.025, 3.989], [0.999, -8.230, 2.764], [1.829, -12.762, -1.232], [1.525, -10.346, -1.565], [0.971, -8.839, 0.403], [1.621, -12.200, 2.975], [1.990, -13.711, 1.066], [-1.467, 5.624, 7.011], [-2.713, 5.277, 7.281], [-2.986, 3.905, 7.336], [-2.005, 2.975, 7.070], [-0.683, 3.395, 6.842], [-0.434, 4.776, 6.832], [-2.338, 1.575, 6.991], [-3.455, 1.158, 7.357], [-1.483, 0.769, 6.540], [-1.318, 6.690, 6.926], [-3.548, 5.962, 7.278], [-3.964, 3.519, 7.583], [-0.073, 2.595, 6.450], [0.561, 5.178, 6.709]], "orbital_gap_ev": [3.79, 2.56], "total_charge": 1, "max_force_ha_per_bohr": 0.0986, "multiplicity": 2, "energy_ev": -223444.7509}

[3]
{"formula": "C27H27CrN9O3S5", "method": "ωB97M-V/def2-TZVPD", "elements": ["Cr", "N", "N", "C", "N", "S", "H", "H", "H", "H", "H", "N", "C", "C", "C", "C", "C", "C", "S", "O", "O", "N", "C", "N", "C", "C", "C", "N", "H", "H", "H", "H", "H", "H", "H", "H", "H", "C", "C", "O", "C", "C", "C", "C", "C", "C", "H", "H", "H", "H", "H", "H", "H", "H", "S", "C", "S", "C", "N", "N", "C", "C", "C", "C", "C", "C", "S", "H", "H", "H", "H", "H"], "positions_angstrom": [[-0.705, 0.121, 0.229], [-1.844, -1.661, 0.609], [-1.144, -2.830, 0.985], [0.193, -2.795, 0.967], [0.862, -3.831, 1.457], [0.991, -1.519, 0.193], [-2.433, -1.388, 1.414], [-2.462, -1.857, -0.177], [-1.621, -3.441, 1.636], [0.411, -4.523, 2.033], [1.863, -3.756, 1.528], [-0.132, 2.191, 8.519], [-0.335, 1.515, 7.352], [-1.627, 1.126, 6.972], [-1.838, 0.470, 5.782], [-0.753, 0.183, 4.959], [0.539, 0.555, 5.319], [0.744, 1.223, 6.505], [-0.991, -0.676, 3.485], [-2.357, -1.160, 3.415], [0.051, -1.657, 3.332], [-0.768, 0.379, 2.246], [-1.342, 1.618, 2.182], [-2.056, 2.210, 3.129], [-2.490, 3.428, 2.818], [-2.264, 4.041, 1.589], [-1.562, 3.313, 0.652], [-1.067, 2.120, 0.966], [-0.873, 2.257, 9.192], [0.802, 2.328, 8.859], [-2.463, 1.347, 7.623], [-2.832, 0.178, 5.478], [1.373, 0.312, 4.677], [1.745, 1.516, 6.794], [-3.062, 3.935, 3.587], [-2.649, 5.024, 1.370], [-1.385, 3.672, -0.354], [1.562, 1.554, -3.120], [0.553, 0.544, -2.674], [0.107, 0.631, -1.524], [0.078, -0.498, -3.600], [-0.759, -1.518, -3.144], [-1.284, -2.439, -4.029], [-0.989, -2.341, -5.385], [-0.159, -1.331, -5.849], [0.381, -0.416, -4.960], [1.865, 2.169, -2.278], [1.118, 2.189, -3.889], [2.430, 1.060, -3.557], [-0.994, -1.581, -2.090], [-1.930, -3.229, -3.672], [-1.415, -3.052, -6.080], [0.060, -1.247, -6.903], [1.007, 0.378, -5.340], [-1.995, 2.280, -6.119], [-2.501, 1.484, -4.770], [-2.032, 2.065, -3.211], [-2.823, 0.731, -2.433], [-3.446, -0.023, -3.269], [-3.274, 0.376, -4.564], [-3.920, -0.462, -5.538], [-4.833, -1.409, -5.079], [-5.474, -2.240, -5.978], [-5.215, -2.143, -7.340], [-4.305, -1.201, -7.785], [-3.654, -0.357, -6.895], [-2.896, 0.517, -0.714], [-5.041, -1.488, -4.024], [-6.184, -2.966, -5.608], [-5.719, -2.793, -8.040], [-4.090, -1.110, -8.841], [-2.951, 0.369, -7.265]], "orbital_gap_ev": [6.09, 6.66], "total_charge": 1, "max_force_ha_per_bohr": 0.0122, "multiplicity": 2, "de_lowest_kj_mol": 0.00, "energy_ev": -130583.5015}

[4]
{"formula": "C6H16", "method": "ωB97M-V/def2-TZVPD", "elements": ["C", "C", "C", "C", "H", "H", "H", "H", "H", "H", "H", "H", "H", "H", "C", "C", "H", "H", "H", "H", "H", "H"], "positions_angstrom": [[1.881, -1.543, -0.295], [0.838, -0.500, -0.687], [1.428, 0.617, -1.553], [-0.413, -1.144, -1.296], [1.930, -2.303, -1.082], [1.662, -2.149, 0.572], [2.865, -1.135, -0.247], [0.512, -0.005, 0.235], [1.833, 0.185, -2.468], [0.627, 1.323, -1.754], [2.257, 1.100, -1.048], [-1.072, -1.483, -0.511], [-0.884, -0.473, -2.017], [-0.147, -1.999, -1.927], [-2.238, 0.740, 1.605], [-1.028, 1.606, 1.934], [-2.385, 0.655, 0.524], [-2.387, -0.258, 1.990], [-3.135, 1.290, 1.914], [-0.185, 0.979, 2.223], [-1.129, 2.252, 2.808], [-0.832, 2.247, 1.079]], "orbital_gap_ev": 11.94, "max_force_ha_per_bohr": 0.0371, "smiles": "CC(C)C.CC", "de_lowest_kj_mol": 49.16, "energy_ev": -6481.1483}

Number 2 is which compound?
C32H32Cl6CuF6N5O12S2